Record 1
ORCA calculation (ωB97M-V/def2-TZVPD) on C5H13N2S as an isolated structure.

## Properties
Largest force on an atom = 0.0757 hartree/bohr
Charge = +1
E_LUMO (alpha / beta) = -3.517 / -3.997 eV
ΔE to the lowest compared entry with this formula, charge and spin = 6.563 eV
2S+1 = 1
Energy = -19198.307 eV

Last column: Mulliken charge in e.
Element x y z (Å)
C -1.1765 -0.2073 -2.8129  -0.487
C -1.1226 0.5655 -1.7966  -0.191
C 0.1252 1.8611 1.3980  -1.364
C 1.0746 0.7691 0.8289  -0.291
C 0.2239 -0.4333 0.3585  -0.053
N -0.7146 -0.8529 1.2827  -0.234
N 0.8010 -1.5923 -0.3500  -0.058
S -0.3101 -2.4378 1.9361  -0.249
H -1.6465 0.1769 -3.6317  0.308
H -0.7562 -1.1655 -2.6989  0.227
H -1.5163 1.5563 -1.4475  0.244
H 0.7372 2.8606 1.4245  0.313
H -0.7622 2.0165 0.8503  0.432
H -0.3937 1.5532 2.3673  0.396
H 1.7184 0.5757 1.7336  0.308
H 1.4149 1.1871 -0.1058  0.331
H -0.9861 -0.1581 1.9584  0.276
H 0.4310 -2.4807 0.3225  0.330
H 0.4476 -1.4387 -1.2738  0.182
H 1.8013 -1.5703 -0.2542  0.327
H -1.1897 -3.2583 1.3426  0.251

=====

Record 2
ORCA calculation (ωB97M-V/def2-TZVPD) on C5H13N3 as an isolated structure.

## Properties
Largest force on an atom = 0.0478 hartree/bohr
E_LUMO (alpha / beta) = 0.689 / 0.689 eV
ΔE to the lowest compared entry with this formula, charge and spin = 6.050 eV
2S+1 = 1
Energy = -9860.316 eV

Last column: Mulliken charge in e.
Element x y z (Å)
C 1.7100 -1.0795 -0.8483  -1.034
C -1.3514 -0.5494 1.4851  -1.387
N 1.0123 -0.3834 0.2428  -0.074
C -0.8752 -0.7075 0.0698  0.699
N -1.4344 -1.6154 -0.6301  -0.716
H 1.4050 -0.6899 1.1356  0.351
H -1.0522 -1.7540 -1.5604  0.230
H 1.6969 -2.1494 -0.6521  0.330
H 2.7424 -0.7471 -0.9529  0.372
H 1.1810 -0.8313 -1.7642  0.358
H -0.9927 -1.3956 2.0804  0.362
H -1.1013 0.4170 1.9130  0.375
H -2.4362 -0.6212 1.5009  0.391
C -1.1137 1.0853 -0.9031  -1.385
C 1.1150 1.0701 0.2274  -0.079
N 0.8129 1.6442 1.3243  -0.593
H 0.8745 2.6564 1.2732  0.262
H 1.6462 1.5491 -0.5931  0.397
H -2.0575 1.1795 -0.3611  0.422
H -1.0784 2.1580 -1.1209  0.420
H -0.7032 0.7640 -1.8664  0.298

=====

Record 3
ORCA calculation (ωB97M-V/def2-TZVPD) on a 2-piece molecular cluster, C5H13N3 overall.

## Properties
Largest force on an atom = 0.0783 hartree/bohr
E_LUMO (alpha / beta) = 0.137 / 0.141 eV
ΔE to the lowest compared entry with this formula, charge and spin = 5.909 eV
2S+1 = 1
Energy = -9860.457 eV
SMILES = [H]/N=C\CN.C/C=C/N

Last column: Mulliken charge in e.
Element x y z (Å)
C -0.5982 0.5444 1.5530  -0.591
N 0.1525 -0.4245 2.3148  -0.475
C -1.2326 -0.3026 0.1395  -0.156
N -1.5186 -1.5375 0.3901  -0.768
H 0.9422 0.0061 2.7866  0.194
H -0.4907 -0.8133 3.0074  0.245
H -0.8223 -2.2727 0.4552  0.229
H -0.0669 1.4764 1.3257  0.406
H -1.5280 0.8272 2.0556  0.317
H -2.0788 0.3335 -0.1198  0.402
C -0.1958 1.6318 -1.6528  -1.159
N 1.5154 -1.4920 -0.4406  -0.202
C 1.3569 -0.2504 -0.9306  -0.366
C 0.1602 0.1647 -1.5563  -0.135
H 0.6325 -1.9891 -0.3421  0.192
H 2.3614 -1.9407 -0.1254  0.225
H 2.2993 0.2052 -1.2122  0.426
H 0.1568 -0.1976 -2.5892  0.331
H -0.8837 1.8058 -2.4814  0.336
H 0.6666 2.2941 -1.7601  0.317
H -0.8282 1.9312 -0.8174  0.234

=====

Record 4
ORCA calculation (ωB97M-V/def2-TZVPD) on a 2-piece molecular cluster, C5H13N3 overall.

## Properties
Largest force on an atom = 0.0132 hartree/bohr
E_LUMO = 0.841 eV
ΔE to the lowest compared entry with this formula, charge and spin = 1.289 eV
2S+1 = 1
Energy = -9865.078 eV
SMILES = C=C(C)N.N/C=C/N

Last column: Mulliken charge in e.
Element x y z (Å)
C -0.4311 2.4611 1.0448  -1.385
C 0.4604 1.3522 1.5006  1.178
C 1.7126 1.1995 1.0693  -1.431
N -0.1326 0.5024 2.4439  -0.590
H -0.9718 2.8652 1.8939  0.402
H -1.1747 2.1018 0.3287  0.266
H 0.1174 3.2546 0.5465  0.364
H 2.3933 0.4372 1.4130  0.445
H 2.1024 1.9490 0.3935  0.258
H -1.1273 0.3895 2.3092  0.249
H 0.3050 -0.4064 2.4883  0.239
C -0.7944 -0.9007 -1.7315  -0.307
C 0.0989 -1.8027 -1.3390  -0.156
N 1.3537 -1.5350 -0.8049  -0.565
N -2.0341 -1.3643 -2.3003  -0.612
H -0.6109 0.1706 -1.7011  0.286
H -0.1769 -2.8349 -1.5185  0.350
H 1.6196 -2.1794 -0.0766  0.276
H 1.4005 -0.5775 -0.4715  0.263
H -2.2944 -0.8196 -3.1123  0.261
H -2.7966 -1.2616 -1.6418  0.211

=====

Record 5
ORCA calculation (ωB97M-V/def2-TZVPD) on one molecule with the formula C5H13N3.

## Properties
Largest force on an atom = 0.0280 hartree/bohr
E_LUMO = 1.043 eV
ΔE to the lowest compared entry with this formula, charge and spin = 0.876 eV
2S+1 = 1
Energy = -9865.491 eV
SMILES = C[C@H](N)C/C(N)=C/N

Last column: Mulliken charge in e.
Element x y z (Å)
C -1.5379 1.9554 1.5684  -1.722
C -0.4148 1.2164 0.8275  0.910
C -0.9913 0.1912 -0.1765  -1.521
C -0.0756 -0.9744 -0.4132  0.552
C 0.8763 -0.9834 -1.3553  -0.410
N 1.9517 -1.8478 -1.3994  -0.439
N -0.0289 -1.9869 0.6154  -0.672
N 0.4493 2.2057 0.2022  -0.555
H -1.0309 2.6612 2.2311  0.468
H -2.0376 1.2799 2.2673  0.416
H -2.2499 2.4230 0.8937  0.391
H 0.1645 0.6766 1.5816  0.215
H -1.1890 0.7179 -1.1120  0.460
H -1.9292 -0.1811 0.2458  0.371
H 0.9380 -0.0782 -1.9352  0.257
H 1.9898 -2.7216 -0.9121  0.217
H 2.4332 -1.8631 -2.2822  0.201
H -0.3536 -2.8692 0.2294  0.217
H -0.6643 -1.7611 1.3694  0.265
H 0.1469 3.1606 0.2883  0.204
H 0.7656 1.9786 -0.7255  0.172

=====

Record 6
ORCA calculation (ωB97M-V/def2-TZVPD) on a 2-piece molecular cluster, C5H13N3 overall.

## Properties
Largest force on an atom = 0.1238 hartree/bohr
Charge = +2
E_LUMO = -7.586 eV
ΔE to the lowest compared entry with this formula, charge and spin = 1.448 eV
2S+1 = 1
Energy = -9846.956 eV

Last column: Mulliken charge in e.
Element x y z (Å)
C -1.0407 1.6330 -1.0501  -1.515
C -0.8230 0.2151 -0.9063  1.064
C 1.7605 0.6856 2.2930  0.438
C 0.1982 -0.2755 -1.9174  -1.628
C -1.4773 -0.5488 -0.0266  -0.575
N 2.9480 0.2763 1.9964  -0.342
N 0.6388 0.9788 2.4855  -0.029
N -1.3167 -1.9970 -0.0680  -0.262
H -1.4361 1.7264 -2.0035  0.415
H -1.5059 2.1449 -0.2309  0.397
H 0.6559 -1.2055 -1.5980  0.451
H -0.3222 -0.5111 -2.9365  0.348
H 0.9729 0.3580 -2.2087  0.399
H -2.0928 -0.0682 0.6988  0.496
H 3.7232 0.9400 1.9877  0.308
H 3.2756 -0.6766 2.0970  0.300
H -0.0586 2.2159 -1.2264  0.360
H -0.0906 1.2405 3.0882  0.327
H -1.3822 -2.5121 0.8280  0.392
H -0.5011 -2.1422 -0.5258  0.206
H -2.1260 -2.4775 -0.7765  0.449

=====

Q: 2S+1 of number 1 (C5H13N2S)?
A: 1